Record 1
Formula: C11H19LaN2O8S
Source: OMol25
Level of theory: ωB97M-V with the def2-TZVPD basis set

Each line ends with the natural charge from an NBO analysis.
Positions of all 42 atoms, in Å:
La1 0.43 0.59 0.56  2.152
O1 -2.88 1.81 2.02  -0.591
C1 -2.34 1.29 1.08  0.794
O2 -1.37 1.84 0.32  -0.921
C2 -2.77 -0.12 0.57  -0.358
C3 -2.58 -0.23 -0.95  0.085
C4 -3.42 -1.35 -1.54  -0.432
C5 -2.66 -2.61 -1.07  -0.416
C6 -1.50 -2.01 -0.29  0.077
O3 -1.22 -0.78 -1.06  -0.581
C7 -1.99 -1.43 1.07  -0.359
C8 -0.81 -1.34 2.07  0.752
O4 -0.18 -2.35 2.31  -0.632
O5 -0.48 -0.14 2.47  -0.830
H1 -3.83 -0.16 0.84  0.245
H2 -2.63 0.73 -1.46  0.230
H3 -3.45 -1.28 -2.62  0.219
H4 -4.45 -1.31 -1.17  0.218
H5 -2.29 -3.19 -1.91  0.220
H6 -3.26 -3.27 -0.44  0.218
H7 -0.61 -2.62 -0.22  0.247
H8 -2.66 -2.14 1.54  0.256
N1 1.40 1.47 -1.82  -0.883
C9 1.76 2.90 -1.73  -0.229
C10 2.49 3.21 -0.43  -0.234
N2 1.60 3.02 0.74  -0.872
H9 2.23 0.90 -1.94  0.394
H10 0.80 1.29 -2.61  0.393
H11 0.83 3.49 -1.77  0.203
H12 2.37 3.23 -2.57  0.195
H13 2.88 4.23 -0.50  0.197
H14 3.34 2.54 -0.33  0.215
H15 0.88 3.73 0.76  0.393
H16 2.13 3.10 1.59  0.395
C11 3.18 -2.36 1.57  -0.915
S1 2.93 -0.97 0.58  2.394
O6 1.69 -1.26 -0.23  -1.048
O7 4.09 -0.77 -0.23  -0.954
O8 2.62 0.16 1.49  -1.029
H17 3.60 -3.13 0.94  0.252
H18 2.24 -2.67 2.02  0.287
H19 3.89 -2.05 2.34  0.253

Computed properties:
Energy relative to the best compared isomer or geometry (same formula, charge and spin) in eV: 1.056
Gap between HOMO and LUMO in Ha: 0.343
Spin multiplicity: 1

---

Record 2
Formula: C11H19N2O
Source: OMol25
Level of theory: ωB97M-V with the def2-TZVPD basis set

Each line ends with the natural charge from an NBO analysis.
Positions of all 33 atoms, in Å:
C1 0.65 0.18 -0.45  -0.158
C2 1.49 -1.56 0.68  -0.107
C3 1.82 -0.55 -0.18  -0.019
C4 -0.44 -0.43 0.00  -0.102
C5 -1.89 -0.24 -0.22  0.513
C6 -0.01 -1.62 0.96  -0.478
C7 3.50 0.63 -1.69  -0.587
C8 3.51 0.89 0.89  -0.612
C9 -1.80 1.70 1.24  -0.434
C10 -4.04 -1.22 -0.90  -0.396
C11 3.25 -0.03 -0.27  -0.241
N1 -2.47 0.83 0.28  -0.069
N2 -2.57 -0.97 -1.04  -0.515
O1 -3.87 0.89 0.38  -0.531
H1 0.54 1.10 -0.95  0.225
H2 2.20 -2.12 1.12  0.213
H3 -0.55 -2.52 0.58  0.245
H4 -0.28 -1.54 2.08  0.270
H5 4.18 1.41 -1.56  0.216
H6 2.59 0.98 -2.11  0.192
H7 3.97 -0.07 -2.29  0.215
H8 2.92 1.79 0.83  0.206
H9 4.55 1.01 1.14  0.234
H10 3.11 0.54 1.84  0.212
H11 -2.14 1.59 2.27  0.233
H12 -0.74 1.55 1.14  0.241
H13 -2.02 2.73 0.91  0.222
H14 -4.27 -1.28 0.14  0.223
H15 -4.18 -2.22 -1.43  0.221
H16 -4.55 -0.41 -1.37  0.216
H17 3.91 -0.87 -0.34  0.223
H18 -2.16 -1.77 -1.53  0.433
H19 -4.20 1.64 -0.17  0.497

Computed properties:
Energy relative to the best compared isomer or geometry (same formula, charge and spin) in eV: 4.843
Charge: +1
Gap between HOMO and LUMO in Ha: 0.326
SMILES: C/[NH+]=C(/C1=CC(C(C)C)=CC1)N(C)O
Spin multiplicity: 1

---

Record 3
Formula: C11H19N2O3P2
Source: OMol25
Level of theory: ωB97M-V with the def2-TZVPD basis set

Each line ends with the natural charge from an NBO analysis.
Positions of all 37 atoms, in Å:
C1 0.19 2.79 -0.60  -0.621
C2 -1.14 2.02 -0.54  -0.712
P1 -1.07 0.37 -1.34  0.848
C3 -2.54 -0.43 -0.56  -0.690
C4 -3.85 0.25 -0.95  -0.617
C5 0.21 -0.46 -0.27  -0.311
C6 0.25 -0.21 1.06  0.073
N1 1.12 -0.81 1.90  -0.611
P2 1.16 -0.47 3.63  2.489
O1 2.33 -1.10 4.19  -1.019
O2 -0.24 -1.00 4.13  -0.965
O3 1.12 1.10 3.67  -0.960
C7 2.00 -1.71 1.42  0.118
C8 2.02 -2.01 0.10  -0.242
C9 1.14 -1.39 -0.79  0.178
C10 1.22 -1.69 -2.25  -0.535
C11 2.05 -0.65 -2.97  0.155
N2 2.02 0.55 -2.60  -0.616
H1 1.06 2.14 -0.57  0.217
H2 0.26 3.48 0.24  0.218
H3 0.26 3.39 -1.50  0.231
H4 -1.48 1.94 0.50  0.191
H5 -1.90 2.57 -1.09  0.252
H6 -2.53 -1.47 -0.88  0.232
H7 -2.42 -0.44 0.53  0.187
H8 -3.81 1.32 -0.77  0.209
H9 -4.67 -0.16 -0.37  0.229
H10 -4.08 0.08 -2.00  0.225
H11 -0.42 0.52 1.51  0.216
H12 -1.00 -0.88 3.56  0.521
H13 0.24 1.49 3.80  0.525
H14 2.67 -2.16 2.14  0.274
H15 2.75 -2.73 -0.25  0.253
H16 0.21 -1.66 -2.67  0.269
H17 1.62 -2.69 -2.43  0.244
H18 2.65 -1.01 -3.81  0.183
H19 2.61 1.14 -3.19  0.364

Computed properties:
Charge: +1
Gap between HOMO and LUMO in Ha: 0.290
SMILES: [H]/N=C/Cc1cc[n+](P(=O)(O)O)cc1P(CC)CC
Spin multiplicity: 1

---

Record 4
Formula: C11H19NO9
Source: OMol25
Level of theory: ωB97M-V with the def2-TZVPD basis set

Each line ends with the natural charge from an NBO analysis.
Positions of all 40 atoms, in Å:
O1 1.38 4.28 1.18  -0.531
C1 1.68 3.08 0.98  0.887
O2 2.62 2.81 -0.06  -0.746
N1 1.00 2.07 1.79  -0.695
C2 1.95 1.23 2.58  -0.230
C3 2.60 0.00 1.77  -0.429
C4 2.13 -1.45 2.26  -0.442
C5 2.32 -2.45 0.98  -0.068
O3 1.01 -2.66 0.35  -0.723
H1 2.14 2.97 -0.90  0.507
H2 0.34 1.51 1.24  0.399
H3 2.83 1.91 2.89  0.204
H4 1.46 0.93 3.57  0.207
H5 3.73 0.05 1.83  0.216
H6 2.32 0.08 0.65  0.199
H7 2.83 -1.83 3.09  0.205
H8 1.07 -1.50 2.67  0.218
H9 2.95 -1.93 0.17  0.163
H10 2.80 -3.43 1.30  0.188
H11 0.77 -1.76 0.05  0.461
C6 0.25 1.24 -3.21  -0.104
C7 -1.20 1.34 -3.58  -0.102
O4 -1.85 1.40 -2.32  -0.479
C8 -0.95 1.86 -1.42  0.973
O5 -1.21 2.19 -0.30  -0.583
O6 0.30 1.91 -1.96  -0.509
H12 0.90 1.72 -3.94  0.205
H13 0.57 0.20 -3.07  0.202
H14 -1.42 2.26 -4.14  0.186
H15 -1.54 0.49 -4.16  0.217
C9 -3.39 -1.29 0.77  -0.102
C10 -4.23 -2.31 0.07  -0.101
O7 -3.63 -2.39 -1.22  -0.482
C11 -2.34 -1.98 -1.08  0.973
O8 -1.51 -2.07 -1.94  -0.590
O9 -2.13 -1.43 0.14  -0.486
H16 -3.32 -1.47 1.84  0.206
H17 -3.75 -0.27 0.61  0.194
H18 -4.18 -3.30 0.54  0.186
H19 -5.28 -2.01 -0.01  0.205

Computed properties:
Energy relative to the best compared isomer or geometry (same formula, charge and spin) in eV: 1.468
Gap between HOMO and LUMO in Ha: 0.354
SMILES: O=C(O)NCCCCO.O=C1OCCO1.O=C1OCCO1
Spin multiplicity: 1

---

Record 5
Formula: C11H19NS
Source: OMol25
Level of theory: ωB97M-V with the def2-TZVPD basis set

Each line ends with the natural charge from an NBO analysis.
Positions of all 32 atoms, in Å:
C1 -2.63 0.54 0.96  -0.392
C2 -1.42 0.91 0.52  -0.163
C3 0.70 -0.82 0.65  -0.067
C4 -1.03 0.03 -1.75  -0.418
C5 -1.08 1.17 -0.86  -0.136
C6 0.32 0.50 -1.31  0.124
C7 -1.51 2.53 -1.26  -0.601
C8 2.32 2.04 -1.57  -0.625
C9 0.84 -3.77 3.44  -0.621
C10 1.24 1.28 -2.28  -0.404
C11 0.28 -2.57 2.63  -0.494
N1 1.15 -0.17 -0.35  -0.467
S1 1.68 -1.63 1.86  0.258
H1 -2.97 0.49 1.95  0.198
H2 -3.38 0.13 0.26  0.184
H3 -0.70 1.25 1.37  0.216
H4 -0.45 -0.96 0.89  0.192
H5 -1.33 -0.91 -1.32  0.216
H6 -1.40 -0.05 -2.86  0.228
H7 -1.26 2.78 -2.25  0.216
H8 -1.22 3.16 -0.47  0.220
H9 -2.58 2.80 -1.19  0.220
H10 3.32 2.06 -2.06  0.209
H11 2.51 1.50 -0.64  0.239
H12 2.04 3.14 -1.54  0.201
H13 1.53 -4.35 2.92  0.212
H14 1.41 -3.61 4.31  0.212
H15 0.03 -4.40 3.75  0.212
H16 1.67 0.52 -2.94  0.208
H17 0.67 2.02 -2.75  0.203
H18 -0.22 -2.02 3.30  0.198
H19 -0.44 -3.12 1.81  0.221

Computed properties:
Energy relative to the best compared isomer or geometry (same formula, charge and spin) in eV: 2.474
Gap between HOMO and LUMO in Ha: 0.335
SMILES: C=C[C@]1(C)C[C@]1(CC)/N=C/SCC
Spin multiplicity: 1

---

Record 6
Formula: C11H19O2Si
Source: OMol25
Level of theory: ωB97M-V with the def2-TZVPD basis set

Each line ends with the natural charge from an NBO analysis.
Positions of all 33 atoms, in Å:
C1 2.07 -0.34 -0.16  0.052
C2 1.10 -0.26 0.71  -0.204
C3 -0.56 -2.30 0.50  0.736
C4 -0.33 -0.94 0.81  -0.354
C5 2.94 -2.50 -1.03  -0.616
C6 2.63 1.36 2.12  -0.630
C7 -3.25 -0.93 -0.13  -1.117
C8 -1.01 0.69 -1.50  -1.085
C9 -2.35 1.77 1.17  -1.155
C10 2.05 -1.27 -1.27  -0.528
C11 1.24 0.60 2.09  -0.403
O1 -0.66 -2.03 1.80  -0.577
O2 -0.52 -3.30 -0.22  -0.640
Si1 -1.76 0.20 0.22  1.493
H1 3.90 -2.52 -1.45  0.188
H2 2.31 -3.33 -1.36  0.208
H3 3.05 -2.56 0.08  0.210
H4 3.08 1.26 1.09  0.228
H5 3.26 0.89 2.89  0.193
H6 2.40 2.35 2.58  0.194
H7 -2.99 -1.86 0.13  0.222
H8 -4.24 -0.75 0.27  0.225
H9 -3.43 -0.94 -1.25  0.209
H10 -0.57 -0.13 -1.94  0.230
H11 -1.71 1.17 -2.09  0.210
H12 -0.35 1.47 -1.18  0.223
H13 -2.32 1.71 2.23  0.234
H14 -1.65 2.52 0.85  0.213
H15 -3.26 2.28 0.98  0.221
H16 1.07 -1.73 -1.52  0.239
H17 2.28 -0.84 -2.28  0.189
H18 0.58 1.34 2.16  0.185
H19 1.16 -0.15 2.93  0.208

Computed properties:
Charge: -1
Gap between HOMO and LUMO (spin up / spin down) in Ha: 0.110 / 0.294
Spin multiplicity: 3

---

What did the fourth record say?
Formula: C11H19NO9
Source: OMol25
Level of theory: ωB97M-V with the def2-TZVPD basis set

Each line ends with the natural charge from an NBO analysis.
Positions of all 40 atoms, in Å:
O1 1.38 4.28 1.18  -0.531
C1 1.68 3.08 0.98  0.887
O2 2.62 2.81 -0.06  -0.746
N1 1.00 2.07 1.79  -0.695
C2 1.95 1.23 2.58  -0.230
C3 2.60 0.00 1.77  -0.429
C4 2.13 -1.45 2.26  -0.442
C5 2.32 -2.45 0.98  -0.068
O3 1.01 -2.66 0.35  -0.723
H1 2.14 2.97 -0.90  0.507
H2 0.34 1.51 1.24  0.399
H3 2.83 1.91 2.89  0.204
H4 1.46 0.93 3.57  0.207
H5 3.73 0.05 1.83  0.216
H6 2.32 0.08 0.65  0.199
H7 2.83 -1.83 3.09  0.205
H8 1.07 -1.50 2.67  0.218
H9 2.95 -1.93 0.17  0.163
H10 2.80 -3.43 1.30  0.188
H11 0.77 -1.76 0.05  0.461
C6 0.25 1.24 -3.21  -0.104
C7 -1.20 1.34 -3.58  -0.102
O4 -1.85 1.40 -2.32  -0.479
C8 -0.95 1.86 -1.42  0.973
O5 -1.21 2.19 -0.30  -0.583
O6 0.30 1.91 -1.96  -0.509
H12 0.90 1.72 -3.94  0.205
H13 0.57 0.20 -3.07  0.202
H14 -1.42 2.26 -4.14  0.186
H15 -1.54 0.49 -4.16  0.217
C9 -3.39 -1.29 0.77  -0.102
C10 -4.23 -2.31 0.07  -0.101
O7 -3.63 -2.39 -1.22  -0.482
C11 -2.34 -1.98 -1.08  0.973
O8 -1.51 -2.07 -1.94  -0.590
O9 -2.13 -1.43 0.14  -0.486
H16 -3.32 -1.47 1.84  0.206
H17 -3.75 -0.27 0.61  0.194
H18 -4.18 -3.30 0.54  0.186
H19 -5.28 -2.01 -0.01  0.205

Computed properties:
Energy relative to the best compared isomer or geometry (same formula, charge and spin) in eV: 1.468
Gap between HOMO and LUMO in Ha: 0.354
SMILES: O=C(O)NCCCCO.O=C1OCCO1.O=C1OCCO1
Spin multiplicity: 1

---

spin multiplicity of number 6 (C11H19O2Si)? 3